[1]
H6O2S2 | ωB97M-V/def2-TZVPD

Properties
Kohn-Sham gap: 9.5 eV
LUMO level: 0.1577 eV
HOMO: -0.34294 hartree

Last column: natural (NBO) charge in e.
CARTESIAN COORDINATES (ANGSTROEM)
S  3.6433  0.3607  0.3693  -0.1216
S  2.7917  1.8035  1.5867  -0.1468
H  2.5407  0.1743  -0.3688  0.1346
H  3.6614  2.7873  1.3377  0.1341
H  -3.1605  -2.7674  -1.5615  0.4655
H  -2.9227  -1.3795  -1.0726  0.4704
O  -3.6479  -1.9746  -1.2994  -0.9359
H  -1.5494  0.6836  -0.0423  0.4692
H  -0.3779  0.3615  0.8407  0.4740
O  -0.9786  -0.0494  0.2102  -0.9435

Cartesian forces (eV/Å) of the 3 atoms listed first:
-0.14 -0.05 0.13
0.03 -0.14 0.27
0.09 0.05 -0.19


[2]
H6O3 | ωB97M-V/def2-TZVPD

Properties
Kohn-Sham gap: 11.5 eV
LUMO level: 0.5733 eV
HOMO: -0.40090 hartree

Last column: natural (NBO) charge in e.
CARTESIAN COORDINATES (ANGSTROEM)
O  0.8679  1.8950  -0.2367  -0.9562
H  1.6549  2.2330  -0.7047  0.4893
H  1.1029  1.1580  0.3063  0.4810
O  -0.8191  -0.2760  -0.8827  -0.9513
H  -1.6491  0.1170  -1.0067  0.4715
H  -0.3251  0.5020  -0.7507  0.4817
O  -0.5581  -1.8330  1.4023  -0.9531
H  0.2829  -2.2580  1.3953  0.4506
H  -0.5571  -1.5380  0.4773  0.4866

Cartesian forces (eV/Å) of the 3 atoms listed first:
-0.12 1.08 -0.91
-0.49 -0.54 0.51
0.76 -0.53 0.64


[3]
H6O3 | ωB97M-V/def2-TZVPD

Properties
Kohn-Sham gap: 11.6 eV
LUMO level: 0.3321 eV
HOMO: -0.41408 hartree

Last column: natural (NBO) charge in e.
CARTESIAN COORDINATES (ANGSTROEM)
O  -1.1187  -1.0429  0.9200  -0.9477
H  -1.3510  -1.5478  0.1407  0.4738
H  -1.9556  -0.7239  1.2576  0.4756
O  -0.3532  1.8894  -0.9198  -0.9394
H  -0.5858  1.0892  -0.4489  0.4731
H  -0.9407  2.5564  -0.5646  0.4646
O  2.3481  -0.9507  -0.3464  -0.9379
H  1.4363  -1.1505  -0.1344  0.4677
H  2.5206  -0.1194  0.0957  0.4702

Cartesian forces (eV/Å) of the 3 atoms listed first:
0.33 0.21 -0.09
-0.09 -0.23 -0.23
-0.22 0.08 0.18


Let's list relative energy (zero: lowest compared OMol25 entry of this formula, charge and spin) in order: 24.3; 48.4; 48.4 kJ/mol.